# 1
{
  "formula": "C4H2S",
  "method": "wB97M-V/def2-TZVPD",
  "elements": ["S", "C", "C", "C", "C", "H", "H"],
  "xyz": [[3.274, -0.176, -0.053], [-1.624, -0.610, 0.088], [0.441, 0.162, -0.140], [1.682, -0.004, -0.018], [-0.979, 0.515, -0.180], [-1.399, -1.442, 0.766], [-1.394, 1.555, -0.462]],
  "lowdin_charge": [0.66, 0.20, -0.11, -0.72, -0.23, 0.07, 0.13],
  "e_lumo_ev": [-2.49, -2.57],
  "gap_ha": [0.210, 0.209],
  "de_lowest_kcal_mol": 71.9,
  "max_force_ha_per_bohr": 0.0623
}

---

# 2
{
  "formula": "C4H7N2O2S",
  "method": "wB97M-V/def2-TZVPD",
  "elements": ["S", "O", "O", "N", "N", "C", "C", "C", "C", "H", "H", "H", "H", "H", "H", "H"],
  "xyz": [[-0.730, 1.818, 0.471], [0.424, -0.210, -2.822], [-1.220, -0.599, -1.373], [-0.156, -0.414, 1.781], [0.385, 1.093, -0.803], [0.951, -0.539, 0.964], [-1.266, 0.467, 1.729], [-0.047, 0.049, -1.571], [1.118, 0.018, -0.308], [-1.288, 1.236, 2.569], [2.110, -0.271, -0.682], [-2.164, 0.048, 1.353], [1.817, -0.987, 1.378], [1.296, 0.110, -3.177], [0.295, -0.713, 2.663], [-1.524, -1.107, -2.172]],
  "lowdin_charge": [1.00, 0.14, 0.13, -0.01, -0.20, 0.00, -0.34, -0.51, -0.21, 0.12, 0.15, 0.08, 0.14, 0.18, 0.16, 0.18],
  "charge": 1,
  "e_lumo_ev": -4.68,
  "gap_ha": 0.323,
  "de_lowest_kcal_mol": 72.2,
  "max_force_ha_per_bohr": 0.0965,
  "smiles": "OC1(O)[C@@H]2C=[NH+]CSN21"
}

---

# 3
{
  "formula": "H22NeO11",
  "method": "wB97M-V/def2-TZVPD",
  "elements": ["Ne", "O", "O", "O", "O", "O", "O", "O", "O", "O", "O", "O", "H", "H", "H", "H", "H", "H", "H", "H", "H", "H", "H", "H", "H", "H", "H", "H", "H", "H", "H", "H", "H", "H"],
  "xyz": [[-0.868, -0.391, -0.052], [-0.825, 1.964, -3.274], [1.530, 1.668, -1.897], [0.338, 0.012, 2.647], [-2.721, 3.256, -1.687], [-4.507, -0.819, 1.281], [-1.609, -1.996, 2.669], [2.142, -1.360, -1.923], [3.242, -1.067, 1.204], [1.453, 2.535, 1.094], [-0.152, -1.300, -3.824], [1.024, -2.852, 3.075], [-2.100, 2.708, -2.166], [1.786, 1.913, -1.008], [2.289, -2.215, -1.519], [1.452, -2.281, 2.438], [-0.058, 1.707, -2.763], [2.867, -0.340, 0.707], [3.665, -1.617, 0.544], [3.019, -1.035, -2.125], [1.629, 3.317, 1.616], [-4.454, -0.033, 1.826], [-1.089, -1.154, -3.690], [0.399, 0.644, 3.364], [-2.161, -1.609, 3.349], [-2.841, 4.026, -2.244], [1.577, 0.712, -1.905], [-0.471, 2.503, -3.982], [0.965, 1.958, 1.682], [-1.890, -2.910, 2.623], [-3.604, -1.130, 1.221], [0.219, -1.304, -2.941], [0.125, -2.936, 2.755], [-0.371, -0.576, 2.906]],
  "lowdin_charge": [0.03, -0.05, -0.03, -0.05, -0.07, -0.05, -0.04, -0.03, -0.03, -0.03, -0.05, -0.06, -0.03, 0.02, 0.06, 0.00, -0.01, 0.02, 0.03, 0.06, 0.05, 0.03, 0.03, 0.05, 0.07, 0.02, 0.00, 0.06, 0.00, 0.07, 0.00, -0.02, -0.02, -0.01],
  "e_lumo_ev": -0.15,
  "gap_ha": 0.374,
  "de_lowest_kcal_mol": 33.0,
  "max_force_ha_per_bohr": 0.0175
}

---

# 4
{
  "formula": "C41H114N10O11",
  "method": "wB97M-V/def2-TZVPD",
  "elements": ["O", "O", "O", "O", "O", "O", "O", "O", "O", "O", "O", "N", "N", "N", "N", "N", "N", "N", "N", "N", "N", "C", "C", "C", "C", "C", "C", "C", "C", "C", "C", "C", "C", "C", "C", "C", "C", "C", "C", "C", "C", "C", "C", "C", "C", "C", "C", "C", "C", "C", "C", "C", "C", "C", "C", "C", "C", "C", "C", "C", "C", "C", "H", "H", "H", "H", "H", "H", "H", "H", "H", "H", "H", "H", "H", "H", "H", "H", "H", "H", "H", "H", "H", "H", "H", "H", "H", "H", "H", "H", "H", "H", "H", "H", "H", "H", "H", "H", "H", "H", "H", "H", "H", "H", "H", "H", "H", "H", "H", "H", "H", "H", "H", "H", "H", "H", "H", "H", "H", "H", "H", "H", "H", "H", "H", "H", "H", "H", "H", "H", "H", "H", "H", "H", "H", "H", "H", "H", "H", "H", "H", "H", "H", "H", "H", "H", "H", "H", "H", "H", "H", "H", "H", "H", "H", "H", "H", "H", "H", "H", "H", "H", "H", "H", "H", "H", "H", "H", "H", "H", "H", "H", "H", "H", "H", "H"],
  "xyz": [[-3.334, -0.265, -4.066], [5.331, 1.217, -1.725], [0.352, 3.881, 0.520], [-0.583, -0.101, 0.063], [-3.311, -3.832, 0.822], [0.848, -4.418, 3.100], [1.277, 2.036, -3.788], [-0.333, -3.769, -2.157], [-2.880, 0.505, 4.284], [-4.202, 3.456, 1.388], [4.117, -1.797, 0.555], [-1.213, -5.188, -4.614], [7.765, -1.230, 1.234], [-2.401, -1.262, 1.946], [-1.696, 2.093, -3.577], [-0.679, -0.341, 7.160], [5.524, 0.019, -5.176], [0.046, 4.082, 3.355], [0.689, 4.612, -4.799], [0.139, -4.501, 5.728], [-7.094, 5.612, 1.074], [-2.869, -4.749, -0.166], [-2.417, 1.298, -2.572], [2.331, 4.266, 2.559], [-0.725, -5.839, -3.362], [6.089, 2.177, -1.035], [2.955, -1.058, 0.302], [1.586, 3.711, -5.449], [-3.835, 1.947, -2.391], [-3.499, -1.653, -4.390], [0.107, 0.721, 0.976], [-3.499, 1.685, 4.660], [-3.683, -2.561, 0.245], [-3.742, -1.492, 1.338], [1.290, -3.579, 1.985], [-4.234, -0.213, 0.771], [-2.264, -0.176, 5.443], [-4.956, 4.431, 0.733], [-2.551, -0.149, -2.902], [-7.173, 3.202, 0.556], [5.314, -1.050, 0.671], [-2.857, 3.563, 0.942], [0.160, 0.050, 4.745], [6.013, -2.276, 2.731], [-0.875, 0.324, 5.824], [5.180, -0.200, -3.764], [-2.198, -4.741, 5.028], [2.231, 2.745, -4.476], [0.467, 5.156, 1.136], [0.492, -2.671, -1.902], [2.717, 4.402, -6.256], [0.300, -4.996, -2.648], [-0.486, -4.074, 3.493], [-6.433, 4.303, 1.226], [0.933, 4.906, 2.574], [0.498, 3.899, -0.864], [6.400, -1.907, 1.341], [5.708, 1.090, -3.081], [-0.801, -4.933, 4.698], [1.636, 1.051, -2.885], [5.745, -1.510, -3.160], [-0.332, -7.294, -3.570], [4.904, -2.406, 2.877], [-1.209, -7.858, -3.977], [-1.652, -4.363, -4.257], [-0.572, -3.008, 3.702], [5.377, -1.642, -2.137], [-4.882, 4.361, -0.350], [-4.145, -2.029, -3.623], [1.448, 4.443, -1.105], [0.783, 0.882, -2.237], [-0.018, 4.078, -4.352], [7.817, -0.498, 1.980], [8.425, -1.953, 1.512], [0.995, 1.093, 0.518], [-2.201, 2.015, -4.460], [-7.162, 3.461, -0.502], [-4.454, 1.402, -1.661], [-2.788, 2.355, 5.266], [2.902, -0.685, -0.730], [-2.946, 0.034, 6.293], [-0.903, 4.440, 3.336], [-1.277, -0.577, 0.547], [6.460, -2.814, 0.751], [0.016, 0.752, 3.919], [-0.714, 1.946, -3.692], [0.952, 3.084, -6.095], [-2.996, -2.305, -0.583], [-5.222, -0.324, 0.337], [-0.373, -5.026, -5.137], [4.078, -0.122, -3.631], [0.553, -3.592, 1.153], [2.896, 2.085, -5.081], [-2.147, -4.197, -0.742], [6.145, 3.145, -1.535], [-1.915, 1.321, -1.588], [-2.560, 4.610, 0.778], [-4.464, 1.485, 5.204], [0.952, -2.301, -2.799], [0.344, 5.189, -5.537], [-1.989, -2.167, 2.110], [1.197, 5.668, 0.575], [-0.017, 3.187, 2.943], [-0.421, 5.758, 1.091], [5.351, 2.033, -3.557], [2.583, 1.313, -2.348], [-2.483, -5.434, 5.791], [6.264, -1.468, 3.424], [-0.103, -1.876, -1.523], [-8.192, 3.069, 0.890], [5.541, 2.271, -0.085], [-3.035, -0.766, -2.136], [5.620, -0.740, -0.333], [-1.569, -5.768, -2.647], [6.515, -0.023, -5.295], [-6.672, 2.264, 0.613], [-4.605, 5.434, 1.111], [1.165, -4.811, -3.265], [-0.546, -1.327, 6.937], [-2.268, -3.683, 5.464], [2.066, -1.590, 0.471], [-3.743, -4.986, -0.882], [0.467, 0.238, 1.869], [0.190, -0.036, 7.634], [-1.594, -0.589, -3.093], [-6.683, 6.279, 1.670], [-4.481, -1.787, 2.103], [-2.512, -2.207, -4.407], [-3.582, 2.996, -2.099], [0.152, -1.024, 4.456], [-0.706, -5.988, 4.357], [0.705, -5.511, -1.791], [-0.331, 4.414, -1.334], [-4.608, -2.673, -0.286], [-2.439, -5.676, 0.210], [1.837, 0.163, -3.509], [1.043, -4.584, 5.311], [-8.073, 5.527, 1.313], [-2.876, -4.756, 4.142], [6.764, 1.055, -3.080], [-4.316, 0.511, 1.576], [5.032, -0.132, 1.223], [2.236, 3.230, 2.372], [3.230, 5.183, -5.706], [-1.104, -4.293, 2.612], [5.570, -2.394, -3.749], [-3.784, 2.196, 3.745], [-3.522, 0.176, 0.067], [-2.455, -0.730, 2.770], [5.071, -0.681, -5.758], [1.012, 5.867, 3.056], [6.814, -1.404, -3.049], [-2.233, 3.102, 1.702], [0.459, -7.401, -4.275], [3.009, -0.112, 0.958], [2.749, 4.407, 3.561], [0.023, -4.876, 6.655], [1.162, -2.981, -1.096], [-0.012, -7.738, -2.598], [2.246, -3.937, 1.611], [2.344, 4.901, -7.167], [-2.296, -1.279, 5.201], [-3.921, -1.792, -5.361], [-0.942, 1.411, 6.034], [1.433, -2.550, 2.329], [-6.334, 4.058, 2.330], [-4.323, 1.957, -3.341], [6.335, -3.255, 2.999], [0.588, 2.905, -1.296], [7.114, 1.726, -0.928], [3.094, 4.658, 1.871], [3.478, 3.683, -6.610], [-2.656, 3.018, -0.001], [2.822, 3.337, -3.721], [1.134, 0.400, 5.079], [-0.526, 1.535, 1.295]],
  "lowdin_charge": [-0.18, -0.24, -0.22, -0.15, -0.21, -0.19, -0.24, -0.22, -0.25, -0.19, -0.20, 0.06, 0.03, 0.10, 0.08, 0.03, 0.03, 0.06, 0.06, 0.07, 0.04, -0.11, -0.41, -0.05, -0.44, -0.11, -0.11, -0.46, -0.05, -0.07, -0.16, -0.13, -0.17, -0.39, -0.07, -0.06, -0.17, -0.22, -0.23, -0.07, -0.21, -0.10, -0.05, -0.08, -0.42, -0.40, -0.08, -0.23, -0.19, -0.11, -0.06, -0.18, -0.22, -0.44, -0.42, -0.10, -0.41, -0.21, -0.49, -0.11, -0.03, -0.06, 0.09, 0.09, 0.03, 0.10, 0.06, 0.12, 0.08, 0.11, 0.07, 0.04, 0.08, 0.06, 0.06, 0.08, 0.09, 0.07, 0.11, 0.09, 0.12, 0.07, 0.02, 0.13, 0.05, 0.02, 0.14, 0.11, 0.09, 0.06, 0.11, 0.09, 0.13, 0.05, 0.08, 0.11, 0.09, 0.10, 0.08, 0.07, 0.06, 0.10, 0.03, 0.11, 0.13, 0.10, 0.07, 0.08, 0.05, 0.08, 0.09, 0.11, 0.09, 0.13, 0.06, 0.06, 0.13, 0.12, 0.06, 0.10, 0.03, 0.11, 0.05, 0.08, 0.11, 0.05, 0.15, 0.09, 0.07, 0.08, 0.15, 0.12, 0.09, 0.12, 0.09, 0.09, 0.06, 0.07, 0.10, 0.10, 0.08, 0.13, 0.05, 0.07, 0.12, 0.07, 0.07, 0.06, 0.03, 0.07, 0.13, 0.08, 0.07, 0.06, 0.11, 0.08, 0.08, 0.08, 0.09, 0.09, 0.07, 0.12, 0.08, 0.14, 0.08, 0.15, 0.06, 0.06, 0.06, 0.11, 0.08, 0.08, 0.08, 0.15, 0.08, 0.06],
  "e_lumo_ev": 0.62,
  "gap_ha": 0.344,
  "de_lowest_kcal_mol": 25.8,
  "max_force_ha_per_bohr": 0.0674,
  "smiles": "COC[C@H](C)N.COC[C@H](C)N.COC[C@H](C)N.COC[C@H](C)N.COC[C@H](C)N.COC[C@H](C)N.COC[C@H](C)N.COC[C@H](C)N.COC[C@H](C)N.COC[C@H](C)N.CO"
}

---

# 5
{
  "formula": "C15H10AlAsF6PS4",
  "method": "wB97M-V/def2-TZVPD",
  "elements": ["As", "S", "S", "S", "S", "P", "Al", "F", "F", "F", "F", "F", "F", "C", "C", "C", "C", "C", "C", "C", "C", "C", "C", "C", "C", "C", "C", "C", "H", "H", "H", "H", "H", "H", "H", "H", "H", "H"],
  "xyz": [[2.553, 0.101, -1.386], [1.315, -1.649, -0.658], [3.377, 1.187, 0.206], [3.995, -0.508, -2.783], [0.866, 1.234, -2.388], [-3.392, -0.513, -1.125], [-0.213, -0.031, -0.891], [-2.869, -0.926, 0.331], [-3.018, 1.012, -0.841], [-1.712, -0.726, -1.677], [-3.605, -2.061, -1.478], [-4.895, -0.332, -0.628], [-3.751, -0.135, -2.639], [2.875, 4.206, 4.757], [-4.260, 2.240, 3.379], [1.639, 4.236, 5.393], [-0.552, 2.593, 2.808], [0.520, 3.715, 4.771], [-0.400, 1.720, 1.735], [2.976, 3.623, 3.498], [0.598, 3.157, 3.478], [-3.637, 4.501, 3.874], [-4.612, 3.515, 3.806], [-2.322, 4.207, 3.556], [1.862, 3.105, 2.864], [-0.369, 0.949, 0.785], [-2.948, 1.943, 3.058], [-1.941, 2.912, 3.170], [3.750, 4.621, 5.242], [-1.579, 4.993, 3.563], [-0.424, 3.701, 5.296], [-3.909, 5.511, 4.159], [1.957, 2.641, 1.886], [-5.639, 3.739, 4.067], [1.549, 4.656, 6.388], [-5.023, 1.477, 3.280], [3.939, 3.564, 3.006], [-2.681, 0.956, 2.703]],
  "mulliken_spin": [0.00, 0.00, 0.00, 0.00, 0.01, 0.00, 0.01, 0.00, 0.00, 0.00, 0.00, 0.00, 0.00, 0.12, -0.04, -0.06, 0.13, 0.12, 0.04, -0.06, 0.03, -0.04, 0.08, 0.08, 0.10, 0.31, 0.08, 0.06, 0.01, 0.00, 0.01, 0.00, 0.01, 0.01, 0.00, 0.00, 0.00, 0.01],
  "spin_multiplicity": 2,
  "charge": -2,
  "e_lumo_ev": [4.38, 3.71],
  "gap_ha": [0.221, 0.196],
  "de_lowest_kcal_mol": 4.9,
  "max_force_ha_per_bohr": 0.0176,
  "s2": 0.79
}

---

# 6
{
  "formula": "C3H7ClNOPS",
  "method": "wB97M-V/def2-TZVPD",
  "elements": ["Cl", "S", "P", "O", "N", "C", "C", "C", "H", "H", "H", "H", "H", "H", "H"],
  "xyz": [[2.386, -1.923, 0.804], [3.237, 1.329, 1.122], [2.071, -0.019, 0.358], [0.267, -0.027, 1.292], [1.301, 0.285, -1.059], [-0.099, 0.037, -1.018], [-0.666, 0.359, 0.363], [-1.913, -0.361, 0.587], [-2.228, -0.389, 1.556], [-0.691, 1.474, 0.422], [-0.325, -1.076, -1.275], [1.753, 1.116, -1.598], [-1.646, -1.411, 0.169], [-0.756, 0.560, -1.729], [-2.692, 0.045, 0.007]],
  "lowdin_charge": [0.37, 0.22, -0.02, -0.29, -0.23, -0.26, -0.57, -0.04, 0.05, 0.15, 0.14, 0.15, 0.12, 0.13, 0.07],
  "e_lumo_ev": 0.25,
  "gap_ha": 0.355,
  "de_lowest_kcal_mol": 22.6,
  "max_force_ha_per_bohr": 0.1027,
  "smiles": "C[C@@H]1CN[P@](=S)(Cl)O1"
}

---

One value per record, in order, for E_tot: -551.5715; -814.4284; -969.7603; -3005.4520; -5589.5553; -1448.2498 hartree.